Entry 1:
10
Properties=species:S:1:pos:R:3 method="wB97M-V/def2-TZVPD" energy_ha=-301.3539 largest_force_ha_per_bohr=0.0648 relative_energy_ev=3.629 lumo_energy_ev=0.94 homo_energy_ev=-10.62 smiles=Cc1cnon1 spin_multiplicity=1
C -1.5049 -0.2542 0.0690
C 0.0032 -0.1457 0.0854
C 0.9758 0.8510 -0.4415
N 2.1729 0.4842 -0.1556
O 2.0131 -0.7904 0.5781
N 0.7249 -1.0666 0.6657
H -1.9713 0.5848 0.5974
H -1.8275 -1.1833 0.5591
H -1.8935 -0.2601 -0.9551
H 1.3446 1.7490 -0.9996

Entry 2:
10
Properties=species:S:1:pos:R:3 method="wB97M-V/def2-TZVPD" energy_ha=-301.4434 largest_force_ha_per_bohr=0.0072 relative_energy_ev=1.194 lumo_energy_ev=0.63 homo_energy_ev=-9.25 smiles=Oc1ccn[nH]1 spin_multiplicity=1
O -2.0063 0.3223 0.3359
C -0.6742 0.1080 0.1685
C 0.4313 0.9097 0.3127
C 1.5090 0.0559 -0.0207
N 1.1058 -1.1551 -0.3691
N -0.2308 -1.1107 -0.2272
H -2.2085 0.2620 1.2792
H 0.4495 1.9577 0.5711
H 2.5676 0.2825 -0.0197
H -0.8014 -1.8143 -0.6665

Entry 3:
10
Properties=species:S:1:pos:R:3 method="wB97M-V/def2-TZVPD" energy_ha=-301.3803 largest_force_ha_per_bohr=0.0432 relative_energy_ev=2.909 lumo_energy_ev=0.62 homo_energy_ev=-9.22 smiles=Oc1ccn[nH]1 spin_multiplicity=1
O -2.0870 0.2617 0.3966
C -0.7838 -0.0102 0.1721
C 0.3450 0.7861 0.2729
C 1.3997 -0.0458 -0.1451
N 0.9984 -1.2813 -0.3726
N -0.4441 -1.2777 -0.1589
H -2.1677 1.1921 0.6553
H 0.4047 1.8149 0.6092
H 2.4499 0.2019 -0.2615
H -0.1150 -1.6418 -1.1680